45
Properties=species:S:1:pos:R:3:forces:R:3 method="wB97M-V/def2-TZVPD" total_charge=+1 e_homo_ev=-13.00 relative_energy_kj_mol=38.1
O -2.285 -2.773 0.120 -0.218 -0.422 -0.789
C -1.132 -2.560 0.341 1.467 0.146 1.636
O -0.154 -3.494 0.495 0.062 -0.146 -0.751
C -0.515 -1.247 0.779 -1.520 0.726 -0.151
C 0.435 -0.556 -0.202 1.448 -1.623 0.953
C 0.377 0.908 0.017 -0.053 0.855 -1.355
C 0.882 1.585 1.020 0.928 0.252 0.481
N -0.364 1.789 -0.977 0.519 -1.559 0.051
H -0.379 -4.392 0.209 -0.531 0.116 0.057
H -0.201 -1.345 1.817 0.775 -0.232 -0.159
H -1.330 -0.541 0.909 -0.482 -0.121 -0.185
H 0.415 -1.033 -1.169 -1.234 0.834 -0.531
H 1.476 -0.877 -0.071 0.000 0.286 0.942
H 0.912 2.662 1.039 -0.588 0.240 0.021
H 1.469 1.145 1.815 -0.229 -0.341 -0.292
H -0.536 2.631 -0.437 -0.517 0.424 -0.513
H -1.230 1.337 -1.265 -0.312 0.221 0.550
H 0.117 1.884 -1.881 0.615 0.324 0.384
H -2.777 0.131 2.602 -0.400 -0.145 -0.048
H -3.537 0.895 1.475 0.033 -0.179 0.029
O -3.022 1.009 2.280 0.150 0.198 0.116
H 4.421 -2.814 0.081 -0.228 -0.076 0.356
H 4.323 -1.523 -0.642 -0.177 0.415 0.012
O 3.857 -2.030 0.032 0.469 -0.545 -0.514
H 1.045 0.407 -3.732 -0.114 0.502 0.001
H 0.725 -0.773 -2.956 -0.156 -0.101 0.218
O 0.433 0.145 -3.035 0.390 -0.425 -0.692
H 2.608 3.007 -3.531 -0.061 0.248 0.954
H 1.612 2.396 -4.327 -0.835 -0.089 -0.008
O 1.711 2.657 -3.401 0.851 0.040 -0.998
H -3.263 3.226 0.351 -0.158 0.191 -0.317
H -3.266 2.598 -1.123 -0.561 0.562 0.234
O -2.931 2.533 -0.225 0.505 -0.709 -0.143
H 3.286 -1.023 1.444 -0.007 0.618 -0.268
H 3.092 -0.542 2.830 -0.045 0.466 0.160
O 3.034 -0.207 1.925 0.278 -1.146 0.401
H -2.838 -2.617 3.213 -0.088 -0.121 -0.065
H -3.206 -2.297 1.731 0.011 -0.067 0.335
O -3.165 -1.929 2.628 0.027 0.331 -0.068
H -1.923 4.221 2.533 0.285 0.084 0.140
H -2.301 2.750 2.579 0.532 -0.331 -0.080
O -1.547 3.343 2.399 -0.636 0.306 -0.128
H 1.124 -2.928 -2.527 -0.043 0.014 -0.270
H 2.567 -3.179 -2.343 0.330 0.263 -0.088
O 1.978 -2.582 -2.821 -0.486 -0.287 0.383



45
Properties=species:S:1:pos:R:3:forces:R:3 method="wB97M-V/def2-TZVPD" total_charge=-1 e_homo_ev=-4.10 relative_energy_kj_mol=473.5
C 1.878 -0.062 -2.274 2.798 -1.862 2.398
N 1.104 -0.463 -1.068 -0.380 0.222 -1.023
C 0.690 -1.939 -1.017 -0.181 2.993 -0.353
C -0.873 -1.793 -0.987 -0.048 0.069 0.690
S -1.616 -1.964 0.659 -0.290 0.144 0.156
C 1.507 -2.619 0.124 -1.248 -1.676 0.137
C 2.191 1.419 -2.407 6.612 -2.025 -1.926
N 3.319 1.884 -1.455 -2.355 -0.797 3.142
H 1.501 -0.582 -3.145 -0.429 0.297 -0.269
H 2.909 -0.606 -2.057 -1.224 1.092 -1.216
H 1.562 -0.247 -0.193 0.370 0.227 -0.287
H 0.880 -2.355 -2.018 0.473 -0.087 0.419
H -1.156 -2.569 -1.637 -1.001 -0.621 -0.522
H -1.338 -0.907 -1.506 1.411 -0.327 0.498
H 1.865 -1.852 0.836 0.161 -0.504 -0.463
H 0.818 -3.280 0.756 0.836 0.866 -0.977
H 2.320 -3.313 -0.284 -0.882 1.285 0.557
H 2.668 1.716 -3.452 -0.627 -1.576 1.517
H 1.457 2.061 -2.513 -4.032 3.067 0.715
H 2.789 2.457 -0.672 1.498 -1.347 -1.830
H 3.668 1.011 -0.871 -0.993 2.140 -1.683
H -2.709 1.303 0.975 -1.795 -0.599 5.816
H -2.066 0.476 -0.121 -0.439 -0.840 0.837
O -2.449 1.325 0.139 1.546 0.543 -6.112
H -0.302 0.260 -3.425 -1.621 -0.449 -0.237
H -1.850 -0.250 -3.657 0.920 0.367 0.418
O -0.984 -0.069 -4.058 0.590 0.126 -0.233
H 1.073 1.158 4.587 1.803 -0.870 -0.623
H 1.537 -0.268 4.663 -1.119 -3.856 1.322
O 1.821 0.527 4.354 -0.308 4.044 -0.574
H 1.544 3.574 3.445 0.835 0.899 0.192
H 0.549 2.656 2.973 0.285 0.071 1.260
O 1.042 2.863 3.816 -1.508 -0.148 -1.613
H -1.255 -4.095 -1.805 -0.303 0.052 -0.355
H -1.448 -4.064 -0.267 0.288 0.012 -0.538
O -1.028 -4.561 -1.013 0.030 -1.328 0.990
H -0.516 3.949 0.473 -1.190 3.257 -4.956
H -0.509 2.532 0.870 0.163 0.956 -0.077
O -0.331 3.449 1.166 1.229 -4.091 5.480
H 0.264 1.580 -1.326 -1.920 0.760 0.636
H -1.256 1.838 -0.749 1.350 0.801 -0.850
O -0.473 2.258 -1.230 0.543 -1.248 -0.259
H -2.340 0.619 3.209 2.300 0.827 0.318
H -3.141 -0.481 2.703 -0.101 -0.822 -0.577
O -3.221 0.349 3.162 -2.047 -0.044 0.060



One value per record, in order, for energy: -1089.46431; -1317.44301 a.u..